1.
Molecular formula: C10H18Cl2Si
Method: DFT, ωB97M-V/def2-TZVPD

Computed properties:
Kohn-Sham gap = 0.387 Ha
molar mass = 237.246 u
max |F| = 1.691 eV/Å
SMILES = Cl[Si](Cl)(C1CCCC1)C1CCCC1

Structure (ORCA input):
```
! wB97M-V def2-TZVPD RIJCOSX def2/J DEFGRID3
* xyz 0 1
Cl -1.72 -1.76 1.38
Si -0.87 -0.99 -0.38
Cl -2.19 -1.42 -1.87
C -0.81 0.86 -0.23
C -2.24 1.41 -0.45
C -2.84 1.66 0.95
C -1.60 1.99 1.82
C -0.41 1.16 1.21
C 0.77 -1.91 -0.73
C 1.50 -1.27 -1.91
C 2.68 -0.47 -1.32
C 2.63 -0.67 0.22
C 1.66 -1.85 0.48
H -0.12 1.24 -1.01
H -2.87 0.68 -0.98
H -2.27 2.35 -1.05
H -3.38 0.74 1.28
H -3.61 2.45 0.89
H -1.72 1.67 2.86
H -1.36 3.06 1.87
H -0.32 0.19 1.76
H 0.54 1.74 1.24
H 0.46 -2.95 -0.95
H 0.82 -0.62 -2.48
H 1.82 -2.00 -2.64
H 2.65 0.63 -1.50
H 3.61 -0.80 -1.80
H 2.26 0.22 0.69
H 3.63 -0.93 0.62
H 1.08 -1.66 1.40
H 2.22 -2.75 0.59
*
```

Mulliken population analysis, charges in e, atoms 1 to 4:
1. Cl -0.291
2. Si 0.091
3. Cl -0.364
4. C 0.536

2.
Molecular formula: C10H18CrNO12P2
Method: DFT, ωB97M-V/def2-TZVPD

Computed properties:
Kohn-Sham gap (spin up / spin down) = 0.302 / 0.320 Ha
molar mass = 458.193 u
max |F| = 0.310 eV/Å
expectation value of S² = 0.762

Structure (ORCA input):
```
! wB97M-V def2-TZVPD RIJCOSX def2/J DEFGRID3
* xyz 0 2
Cr 0.12 -0.05 0.12
O -1.09 -1.62 3.46
C -0.31 -1.23 2.63
O -0.55 -0.19 1.84
C 1.08 -1.85 2.48
C 2.10 -0.74 2.24
C 3.53 -1.23 2.41
C 3.74 -2.07 1.13
C 2.38 -1.95 0.46
O 1.99 -0.58 0.79
C 1.30 -2.74 1.20
C 0.10 -2.92 0.26
O -0.34 -4.01 0.01
O -0.35 -1.81 -0.30
H 1.28 -2.42 3.38
H 1.87 0.22 2.71
H 3.64 -1.81 3.32
H 4.23 -0.40 2.45
H 3.99 -3.11 1.33
H 4.52 -1.65 0.50
H 2.36 -2.05 -0.62
H 1.64 -3.74 1.48
N -1.17 -0.65 -4.47
C -0.88 0.48 -3.51
C -0.94 1.82 -4.22
P -2.45 0.31 -2.33
O -1.92 1.91 -0.36
O -2.72 -1.15 -2.54
O -1.62 0.54 -0.73
P 0.86 0.19 -2.95
O 0.91 -1.42 -3.01
O 1.79 0.77 -3.92
O 0.98 0.63 -1.49
H -1.75 -0.34 -5.24
H -1.72 -1.34 -3.86
H -0.32 -1.09 -4.83
H -1.95 2.01 -4.61
H -0.21 1.89 -5.03
H -0.72 2.61 -3.51
H -2.88 1.95 -0.52
H 1.77 -1.71 -3.36
O 0.55 1.95 0.77
H -0.26 2.23 1.22
H 0.61 2.49 -0.03
*
```

Mulliken population analysis, charges in e, atoms 1 to 4:
1. Cr 0.506
2. O -0.672
3. C -0.079
4. O -0.520

3.
Molecular formula: C10H18FNO4
Method: DFT, ωB97M-V/def2-TZVPD

Computed properties:
Kohn-Sham gap = 0.375 Ha
molar mass = 235.255 u
max |F| = 5.639 eV/Å
SMILES = CC[C@H](F)[C@H]1OC(=O)O[C@@H]1C.CN(C)C=O

Structure (ORCA input):
```
! wB97M-V def2-TZVPD RIJCOSX def2/J DEFGRID3
* xyz 0 1
C 0.50 -3.92 2.28
C -1.04 -3.45 2.27
C -1.29 -1.97 2.84
F -2.74 -1.84 2.99
C -0.84 -0.78 1.85
O -0.67 0.39 2.74
C 0.70 0.86 2.74
O 1.34 1.38 3.67
O 1.13 0.60 1.38
C 0.62 -0.78 1.21
C 0.42 -0.97 -0.38
H 0.82 -4.12 1.20
H 1.12 -3.14 2.82
H 0.67 -4.92 2.85
H -1.53 -3.56 1.24
H -1.62 -4.18 2.95
H -0.86 -1.81 3.90
H -1.76 -0.59 1.21
H 1.46 -1.38 1.68
H -0.03 -2.01 -0.60
H 1.45 -0.84 -0.88
H -0.26 -0.11 -0.73
C 0.01 4.03 -4.28
N 0.25 2.96 -3.33
C 0.05 3.23 -1.91
C 0.64 1.72 -3.71
O 0.85 0.78 -2.96
H 0.68 4.86 -4.06
H -1.03 4.36 -4.20
H 0.19 3.68 -5.30
H 0.99 3.05 -1.38
H -0.71 2.55 -1.52
H -0.26 4.27 -1.76
H 0.76 1.62 -4.80
*
```

Mulliken population analysis, charges in e, atoms 1 to 4:
1. C -0.877
2. C -0.475
3. C 0.093
4. F -0.375

4.
Molecular formula: C10H18FeN3O5P
Method: DFT, ωB97M-V/def2-TZVPD

Computed properties:
Kohn-Sham gap (spin up / spin down) = 0.094 / 0.110 Ha
molar mass = 347.089 u
max |F| = 7.477 eV/Å
expectation value of S² = 8.863

Structure (ORCA input):
```
! wB97M-V def2-TZVPD RIJCOSX def2/J DEFGRID3
* xyz 3 6
O 0.55 -3.11 -4.70
C 0.48 -2.17 -4.05
Fe 1.13 -1.10 -2.18
O -2.21 0.28 -5.10
C -1.06 0.42 -4.89
C 1.43 0.27 -4.07
O 2.56 0.44 -4.41
C 0.18 1.00 -4.27
O 0.16 2.24 -4.15
C -2.52 0.07 1.96
N -1.58 0.47 0.92
C -2.10 1.42 -0.10
P -0.04 -0.13 0.79
O 0.23 -0.36 -0.65
N 1.13 1.01 1.22
C 1.96 1.69 0.24
C 0.91 1.69 2.48
N 0.10 -1.62 1.50
C 0.20 -1.69 2.95
C 0.78 -2.72 0.80
H -3.53 0.39 1.66
H -2.21 0.55 2.91
H -2.49 -1.02 2.06
H -1.69 2.45 0.09
H -1.83 1.14 -1.14
H -3.21 1.45 -0.01
H 1.40 2.40 -0.38
H 2.71 2.22 0.80
H 2.47 1.00 -0.44
H -0.01 2.29 2.42
H 0.77 0.93 3.26
H 1.80 2.29 2.67
H 0.22 -2.76 3.23
H 1.13 -1.18 3.30
H -0.68 -1.18 3.39
H 0.34 -2.91 -0.19
H 1.86 -2.54 0.66
H 0.65 -3.62 1.42
*
```

Mulliken population analysis, charges in e, atoms 1 to 4:
1. O -0.011
2. C 0.403
3. Fe 0.827
4. O 0.006

5.
Molecular formula: C10H18IN2O2
Method: DFT, ωB97M-V/def2-TZVPD

Computed properties:
Kohn-Sham gap = 0.273 Ha
molar mass = 325.170 u
max |F| = 3.634 eV/Å

Structure (ORCA input):
```
! wB97M-V def2-TZVPD RIJCOSX def2/J DEFGRID3
* xyz 1 1
C 1.32 0.94 2.81
C 2.04 0.14 2.05
C -1.02 2.20 -0.35
C 1.18 1.26 -0.16
C -0.59 -0.12 -1.11
C -0.22 0.92 -0.09
C 2.11 0.36 0.61
C -0.25 -1.53 -0.75
C -0.33 -2.58 -1.91
C -1.08 -1.98 0.42
N -2.37 2.22 -0.28
N 1.19 -1.56 -0.32
O -0.40 3.19 -0.56
O -2.91 3.51 -0.37
I 3.99 -0.01 -0.36
H 1.20 0.72 3.90
H 0.72 1.76 2.36
H 2.55 -0.74 2.51
H 1.46 1.46 -1.24
H 1.27 2.33 0.17
H -1.74 -0.13 -1.16
H -0.08 0.13 -2.06
H -0.56 0.60 0.97
H -1.46 -2.73 -2.36
H -0.22 -3.62 -1.54
H 0.44 -2.20 -2.59
H -0.70 -1.37 1.31
H -1.18 -3.02 0.56
H -2.11 -1.55 0.21
H -3.04 1.44 -0.18
H 1.87 -1.94 -1.09
H 1.17 -2.19 0.50
H -2.26 4.08 0.13
*
```

Mulliken population analysis, charges in e, atoms 1 to 4:
1. C -0.668
2. C -0.253
3. C -0.041
4. C -1.396

6.
Molecular formula: C10H18N2O2
Method: DFT, ωB97M-V/def2-TZVPD

Computed properties:
Kohn-Sham gap = 0.350 Ha
molar mass = 198.266 u
max |F| = 4.701 eV/Å

Structure (ORCA input):
```
! wB97M-V def2-TZVPD RIJCOSX def2/J DEFGRID3
* xyz 2 1
C -1.19 1.16 -1.83
C 2.43 1.39 0.85
C 0.45 0.71 -0.17
C -2.29 -0.68 -1.10
C -2.64 -1.15 1.27
C 0.59 2.87 1.23
C 2.72 -2.55 -0.84
C -0.51 -0.24 0.56
C 1.91 -0.34 -0.66
C -2.05 -0.17 0.26
N -0.29 1.48 -1.12
N 1.20 1.74 0.59
O 2.83 0.24 0.42
O 1.68 -1.59 -0.53
H -1.84 1.67 -2.65
H 2.98 1.95 1.46
H -3.27 -0.68 -1.52
H -1.60 -0.14 -1.90
H -1.85 -1.66 -1.22
H -3.61 -1.33 1.03
H -2.16 -2.09 1.27
H -2.63 -0.69 2.29
H 0.12 3.52 0.41
H 1.25 3.44 1.91
H -0.12 2.44 1.91
H 3.17 -2.40 -1.80
H 2.05 -3.57 -0.96
H 3.40 -2.72 0.04
H -0.42 -0.10 1.72
H -0.27 -1.30 0.31
H 2.41 0.03 -1.57
H -2.46 0.78 0.36
*
```

Mulliken population analysis, charges in e, atoms 1 to 4:
1. C 0.020
2. C 0.051
3. C 0.464
4. C -0.687

7.
Molecular formula: C10H18N2O5
Method: DFT, ωB97M-V/def2-TZVPD

Computed properties:
Kohn-Sham gap = 0.368 Ha
molar mass = 246.263 u
max |F| = 2.444 eV/Å
SMILES = CC(C)[C@H](NC(=O)[C@@H](N)CCC(=O)O)C(=O)O

Structure (ORCA input):
```
! wB97M-V def2-TZVPD RIJCOSX def2/J DEFGRID3
* xyz 0 1
C 1.00 3.52 1.10
C 1.22 2.00 1.24
C 2.47 1.50 0.47
C 0.00 1.23 0.75
N -0.30 1.50 -0.62
C -0.81 0.67 -1.57
O -1.22 1.13 -2.63
C -0.73 -0.84 -1.31
N -1.72 -1.55 -2.12
C 0.70 -1.37 -1.63
C 0.81 -2.81 -1.18
C 0.88 -2.94 0.33
O 1.03 -1.97 1.06
O 1.08 -4.20 0.76
C -1.21 1.43 1.64
O -1.18 1.82 2.77
O -2.33 0.95 1.05
H 1.72 4.12 1.64
H 0.01 3.88 1.42
H 1.05 3.77 0.03
H 1.42 1.73 2.33
H 2.52 0.39 0.43
H 2.50 1.85 -0.61
H 3.45 1.88 0.98
H 0.21 0.15 0.82
H -0.44 2.46 -0.95
H -0.91 -1.04 -0.26
H -2.65 -1.38 -1.74
H -1.77 -1.05 -3.01
H 0.88 -1.20 -2.70
H 1.43 -0.72 -1.08
H 0.00 -3.48 -1.58
H 1.72 -3.27 -1.59
H 0.94 -4.84 0.06
H -3.03 0.94 1.74
*
```

Mulliken population analysis, charges in e, atoms 1 to 4:
1. C -1.568
2. C 0.476
3. C -1.165
4. C 0.640

8.
Molecular formula: C10H18N3
Method: DFT, ωB97M-V/def2-TZVPD

Computed properties:
Kohn-Sham gap = 0.326 Ha
molar mass = 180.275 u
max |F| = 2.305 eV/Å

Structure (ORCA input):
```
! wB97M-V def2-TZVPD RIJCOSX def2/J DEFGRID3
* xyz 1 1
C 0.69 -2.03 1.34
C 3.17 0.99 -0.47
C 3.34 -0.35 -0.76
C 2.08 1.36 0.31
C 2.49 -1.31 -0.24
C 1.25 0.39 0.83
C 1.42 -0.97 0.57
H 3.92 1.72 -0.74
H 4.18 -0.64 -1.35
H 1.99 2.41 0.58
H 2.65 -2.37 -0.45
H 0.47 0.74 1.50
H -0.15 -1.64 1.93
H 1.31 -2.25 2.20
H 0.29 -2.80 0.71
C -1.55 -0.75 -0.89
C -0.67 -0.42 -2.08
C -2.40 1.11 0.50
N -2.56 0.26 -0.53
N -1.98 0.62 1.65
N -2.99 2.31 0.40
H -2.15 -1.61 -1.20
H -0.95 -1.18 -0.09
H 0.19 0.21 -1.85
H -1.28 0.12 -2.82
H -2.80 0.78 -1.35
H -2.02 -0.36 1.81
H -1.77 1.27 2.40
H -2.82 2.80 -0.47
H -3.01 2.93 1.20
H -0.35 -1.31 -2.63
*
```

Mulliken population analysis, charges in e, atoms 1 to 4:
1. C -1.556
2. C -0.487
3. C -0.564
4. C -0.663

9.
Molecular formula: C10H18N3O2
Method: DFT, ωB97M-V/def2-TZVPD

Computed properties:
Kohn-Sham gap = 0.335 Ha
molar mass = 212.273 u
max |F| = 5.939 eV/Å
SMILES = [H]/N=C(\C)N(C)COc1o[nH+]c(C)c1CC

Structure (ORCA input):
```
! wB97M-V def2-TZVPD RIJCOSX def2/J DEFGRID3
* xyz 1 1
H 3.26 -0.39 -0.22
N 2.38 -0.83 -0.43
C 1.89 -0.96 -1.58
C 2.61 -0.49 -2.84
N 0.71 -1.69 -1.64
C -0.11 -1.73 -2.84
C 0.06 -2.19 -0.51
O -0.86 -1.18 -0.07
C -0.48 -0.54 0.94
O 0.44 -1.07 1.72
N 0.58 -0.17 2.69
C -0.15 0.92 2.52
C -0.05 2.24 3.13
C -0.86 0.71 1.36
C -1.68 1.59 0.49
C -3.19 1.54 0.78
H 1.96 -0.89 -3.69
H 2.85 0.61 -2.80
H 3.59 -0.89 -2.72
H -0.21 -0.81 -3.32
H 0.26 -2.37 -3.70
H -1.04 -1.88 -2.46
H 0.88 -2.42 0.22
H -0.47 -3.09 -0.72
H 1.43 -0.41 3.35
H 0.42 2.17 4.08
H -1.08 2.59 3.38
H 0.44 3.04 2.55
H -1.28 2.55 0.55
H -1.52 1.22 -0.60
H -3.39 2.21 1.54
H -3.65 0.52 0.82
H -3.74 2.09 0.01
*
```

Mulliken population analysis, charges in e, atoms 1 to 4:
1. H 0.191
2. N -0.609
3. C 0.691
4. C -1.104

10.
Molecular formula: C10H18N3OS
Method: DFT, ωB97M-V/def2-TZVPD

Computed properties:
Kohn-Sham gap = 0.325 Ha
molar mass = 228.341 u
max |F| = 5.206 eV/Å

Structure (ORCA input):
```
! wB97M-V def2-TZVPD RIJCOSX def2/J DEFGRID3
* xyz 1 1
C -1.25 3.46 -2.53
C -0.13 2.76 -2.33
C -2.13 3.82 -1.50
C -0.06 2.03 -1.16
C -2.04 3.08 -0.29
C -1.03 2.12 -0.23
C 0.78 -2.19 -1.10
C 2.74 0.93 1.05
C -0.62 -3.45 0.40
C 1.37 -0.86 1.70
N -0.74 -3.75 1.86
N 0.54 -2.61 0.29
N 0.55 -1.85 1.43
O 2.08 -0.31 0.74
S -1.02 1.02 1.24
H -1.37 4.15 -3.43
H 0.59 2.68 -3.12
H -2.76 4.64 -1.60
H 0.68 1.24 -1.16
H -2.70 3.32 0.53
H 0.24 -1.39 -1.53
H 1.94 -1.99 -1.04
H 0.55 -3.04 -1.67
H 3.09 1.41 0.13
H 3.52 0.80 1.77
H 1.93 1.68 1.30
H -1.61 -2.95 0.19
H -0.56 -4.29 -0.22
H 1.39 -0.50 2.76
H -0.34 -4.63 2.03
H -1.56 -3.43 2.43
H 0.17 -2.53 2.18
H -2.25 0.60 0.88
*
```

Mulliken population analysis, charges in e, atoms 1 to 4:
1. C -0.502
2. C -0.753
3. C -0.387
4. C 0.078

11.
Molecular formula: C10H18NS
Method: DFT, ωB97M-V/def2-TZVPD

Computed properties:
Kohn-Sham gap (spin up / spin down) = 0.260 / 0.319 Ha
molar mass = 184.328 u
max |F| = 3.979 eV/Å

Structure (ORCA input):
```
! wB97M-V def2-TZVPD RIJCOSX def2/J DEFGRID3
* xyz 1 1
C 2.60 1.59 0.12
C 1.54 2.18 -0.77
C 1.82 -1.95 0.98
C 1.38 -3.06 0.03
C 0.15 0.79 1.11
C -1.01 -0.10 0.79
C 1.23 0.95 0.00
C 0.95 -1.70 -0.16
C -3.01 -0.78 -0.75
C -2.35 1.49 -0.51
N -1.77 0.13 -0.41
S 1.06 -0.43 -1.29
H 3.41 0.95 -0.47
H 2.99 1.99 1.05
H 1.00 3.19 -0.65
H 1.69 1.99 -1.83
H 1.72 -2.01 2.10
H 2.86 -1.53 0.95
H 2.09 -3.60 -0.61
H 0.68 -3.72 0.45
H -0.33 1.73 1.37
H 0.60 0.37 1.94
H -1.42 -0.88 1.53
H -2.59 -1.82 -0.49
H -3.76 -0.45 -0.10
H -3.26 -0.49 -1.79
H -3.06 1.44 0.30
H -1.51 2.19 -0.14
H -2.61 1.57 -1.53
H -1.10 -0.06 -1.21
*
```

Mulliken population analysis, charges in e, atoms 1 to 4:
1. C -0.397
2. C -0.822
3. C -0.486
4. C -0.548

12.
Molecular formula: C10H18OSi
Method: DFT, ωB97M-V/def2-TZVPD

Computed properties:
Kohn-Sham gap = 0.359 Ha
molar mass = 182.339 u
max |F| = 4.133 eV/Å
SMILES = C=C(C)[Si](CO)(C(=C)C)C(=C)C

Structure (ORCA input):
```
! wB97M-V def2-TZVPD RIJCOSX def2/J DEFGRID3
* xyz 0 1
C 2.09 -1.64 -0.82
C 0.79 -1.52 -0.59
C -0.03 -2.75 -0.85
Si 0.00 0.03 0.13
C 1.02 0.64 1.87
O 2.42 0.35 1.79
C 0.30 1.61 -0.90
C -0.67 2.32 -1.45
C 1.67 2.17 -0.98
C -1.86 -0.29 0.46
C -2.80 -0.36 -0.46
C -2.20 -0.21 1.97
H 2.79 -0.82 -0.88
H 2.51 -2.45 -1.48
H -0.61 -2.56 -1.64
H -0.63 -3.04 -0.02
H 0.67 -3.44 -1.21
H 0.94 1.68 1.84
H 0.55 0.40 2.83
H 2.39 -0.58 1.85
H -1.69 1.89 -1.48
H -0.48 3.30 -2.11
H 1.70 3.17 -0.58
H 2.09 2.17 -2.03
H 2.35 1.57 -0.50
H -2.68 -0.30 -1.48
H -3.83 -0.71 -0.22
H -2.09 0.75 2.27
H -1.53 -0.86 2.43
H -3.17 -0.51 2.25
*
```

Mulliken population analysis, charges in e, atoms 1 to 4:
1. C -0.903
2. C 0.738
3. C -1.655
4. Si 0.622

Q: max |F| of number 5 (C10H18IN2O2)?
A: 3.634 eV/Å

Repeat the fifth record exactly.
Molecular formula: C10H18IN2O2
Method: DFT, ωB97M-V/def2-TZVPD

Computed properties:
Kohn-Sham gap = 0.273 Ha
molar mass = 325.170 u
max |F| = 3.634 eV/Å

Structure (ORCA input):
```
! wB97M-V def2-TZVPD RIJCOSX def2/J DEFGRID3
* xyz 1 1
C 1.32 0.94 2.81
C 2.04 0.14 2.05
C -1.02 2.20 -0.35
C 1.18 1.26 -0.16
C -0.59 -0.12 -1.11
C -0.22 0.92 -0.09
C 2.11 0.36 0.61
C -0.25 -1.53 -0.75
C -0.33 -2.58 -1.91
C -1.08 -1.98 0.42
N -2.37 2.22 -0.28
N 1.19 -1.56 -0.32
O -0.40 3.19 -0.56
O -2.91 3.51 -0.37
I 3.99 -0.01 -0.36
H 1.20 0.72 3.90
H 0.72 1.76 2.36
H 2.55 -0.74 2.51
H 1.46 1.46 -1.24
H 1.27 2.33 0.17
H -1.74 -0.13 -1.16
H -0.08 0.13 -2.06
H -0.56 0.60 0.97
H -1.46 -2.73 -2.36
H -0.22 -3.62 -1.54
H 0.44 -2.20 -2.59
H -0.70 -1.37 1.31
H -1.18 -3.02 0.56
H -2.11 -1.55 0.21
H -3.04 1.44 -0.18
H 1.87 -1.94 -1.09
H 1.17 -2.19 0.50
H -2.26 4.08 0.13
*
```

Mulliken population analysis, charges in e, atoms 1 to 4:
1. C -0.668
2. C -0.253
3. C -0.041
4. C -1.396

Q: Which value of molar mass does entry 1 give?
A: 237.246 u